ORCA calculation (ωB97M-V/def2-TZVPD) on the molecule CH2IOP at a distorted geometry.

```
! RIJCOSX wB97M-V def2-TZVPD def2/J DEFGRID3
* xyz 0 1
H 0.92506 0.45430 1.21903
H -0.32218 0.32210 -1.10738
C 0.20109 -0.51410 -0.41791
O 0.87761 -1.34063 -0.98052
I -1.83083 1.52363 1.14983
P -0.25434 -0.31852 1.31587
*
```

**Kohn-Sham gap**: 9.282 eV
**SMILES**: O=CPI